Here is C30H32N2O4PSTi as an isolated structure from OMol25. Energies are from ωB97M-V/def2-TZVPD.

Values from the calculation:
spin multiplicity = 3
calculated total energy = -3161.7096 a.u.
frontier orbital gap (alpha / beta) = 6.31 / 8.55 eV
energy above the lowest of the compared OMol25 structures with the same formula, charge and spin = 55.18 kJ/mol
HOMO (alpha / beta) = -8.75 / -11.45 eV
total charge = +1

Element x y z (Å)
Ti: -0.3812 -0.1554 0.2641
O: -1.3022 0.1844 2.6308
N: -0.5431 -0.9098 2.0971
C: -0.1624 -1.7403 3.0575
C: 0.7168 -2.8543 2.9150
C: 1.0428 -3.5571 4.0942
C: 1.9289 -4.6070 4.0879
C: 2.5460 -4.9944 2.8990
C: 2.2398 -4.3290 1.7271
C: 1.3190 -3.2796 1.7058
P: 0.8882 -2.4941 0.1416
C: -0.2928 -3.6197 -0.6762
C: -0.1097 -4.9986 -0.7541
C: -1.0525 -5.7925 -1.3870
C: -2.1927 -5.2228 -1.9379
C: -2.4008 -3.8553 -1.8414
C: -1.4575 -3.0613 -1.2068
C: 2.4233 -2.5869 -0.8316
C: 3.3900 -1.6234 -0.5384
C: 4.5812 -1.5886 -1.2425
C: 4.8118 -2.5092 -2.2579
C: 3.8539 -3.4649 -2.5575
C: 2.6607 -3.5065 -1.8463
H: -2.2348 -0.0543 2.5198
H: -0.5167 -1.5044 4.0547
H: 0.5837 -3.2454 5.0245
H: 2.1565 -5.1228 5.0109
H: 3.2601 -5.8063 2.8927
H: 2.7342 -4.6143 0.8065
H: 0.7647 -5.4546 -0.3064
H: -0.9025 -6.8625 -1.4440
H: -2.9275 -5.8488 -2.4261
H: -3.2993 -3.4061 -2.2435
H: -1.6580 -1.9965 -1.1156
H: 3.2003 -0.9056 0.2534
H: 5.3296 -0.8447 -1.0026
H: 5.7407 -2.4803 -2.8117
H: 4.0345 -4.1852 -3.3448
H: 1.9192 -4.2555 -2.0908
N: 0.5292 1.7424 0.9618
C: -0.1730 2.9509 0.4377
C: -1.6936 2.7799 0.4240
C: -2.0408 1.7165 -0.6058
O: -2.0042 1.9808 -1.7964
O: -2.1990 0.5044 -0.1349
H: 0.4296 1.7163 1.9743
H: 1.5219 1.8297 0.7691
H: 0.1663 3.1174 -0.5856
H: 0.0952 3.8243 1.0346
H: -2.1442 3.7252 0.1260
H: -2.0573 2.5014 1.4128
C: 1.1984 4.8405 -6.1285
C: 0.8427 3.6096 -5.3454
C: 1.7941 2.9650 -4.5536
C: 1.4638 1.8425 -3.8166
C: 0.1633 1.3624 -3.8670
C: -0.8051 1.9955 -4.6288
C: -0.4567 3.1076 -5.3748
S: -0.3166 -0.0783 -2.9521
C: 0.7038 -1.2944 -3.8050
O: 0.3998 0.0396 -1.6009
H: 2.2735 4.9216 -6.2785
H: 0.8654 5.7344 -5.5975
H: 0.7110 4.8363 -7.1027
H: 2.8068 3.3475 -4.5242
H: 2.2045 1.3452 -3.2004
H: -1.8248 1.6333 -4.6147
H: -1.2076 3.6041 -5.9761
H: 1.7562 -1.0512 -3.6715
H: 0.4342 -1.2793 -4.8601
H: 0.4753 -2.2666 -3.3720


Here is C11H19N3OS as an isolated structure from OMol25. Energies are from ωB97M-V/def2-TZVPD.

Values from the calculation:
spin multiplicity = 1
calculated total energy = -1068.2711 a.u.
frontier orbital gap = 9.74 eV
energy above the lowest of the compared OMol25 structures with the same formula, charge and spin = 0.00 kJ/mol
HOMO = -9.78 eV

Element x y z (Å)
C: 3.9068 1.3032 1.3909
C: 3.7411 0.2588 0.2937
C: 2.3506 -0.3718 0.3163
C: 2.1767 -1.4079 -0.7923
C: 0.8389 -2.1458 -0.7294
C: -0.3575 -1.2399 -1.0094
C: -1.6719 -2.0166 -1.0242
C: -2.8700 -1.0973 -1.2716
N: -3.0130 -0.1159 -0.2244
C: -2.7700 1.1962 -0.4085
O: -2.5275 1.7143 -1.4812
C: -2.8406 1.9846 0.8497
N: -3.0371 1.4207 2.0302
S: -3.0373 2.5669 3.1720
N: -2.7820 3.8245 2.1809
C: -2.6911 3.3875 0.9491
H: -2.5204 4.0625 0.1321
H: -3.1511 -0.4369 0.7229
H: -3.7895 -1.6884 -1.3381
H: -2.7350 -0.5408 -2.2019
H: -1.6463 -2.7730 -1.8106
H: -1.8035 -2.5316 -0.0689
H: -0.2223 -0.7451 -1.9733
H: -0.4143 -0.4636 -0.2451
H: 0.8490 -2.9532 -1.4660
H: 0.7251 -2.6018 0.2573
H: 2.9834 -2.1415 -0.7153
H: 2.2707 -0.9161 -1.7630
H: 2.1880 -0.8495 1.2858
H: 1.6060 0.4182 0.2038
H: 4.4951 -0.5220 0.4186
H: 3.9074 0.7261 -0.6796
H: 3.1759 2.1002 1.2718
H: 4.9012 1.7421 1.3563
H: 3.7644 0.8529 2.3712


Here is a 2-piece molecular cluster, C9H14O overall in a non-equilibrium geometry from OMol25. Energies are from ωB97M-V/def2-TZVPD.

Values from the calculation:
spin multiplicity = 1
SMILES = Cc1ccc(O)cc1.CC
calculated total energy = -426.5661 a.u.
frontier orbital gap = 9.27 eV
energy above the lowest of the compared OMol25 structures with the same formula, charge and spin = 17.57 kJ/mol
HOMO = -8.40 eV

Element x y z (Å)
C: 0.6532 2.6944 0.0674
C: 0.9181 0.3903 -0.8728
C: 0.0591 1.4103 -0.4581
C: 0.4773 -0.8380 -1.3235
C: -1.2976 1.1803 -0.5690
C: -0.9134 -0.9939 -1.4579
C: -1.8093 -0.0195 -1.0771
O: -1.2973 -2.1942 -2.0144
H: 1.9946 0.5155 -0.8433
H: 1.1058 -1.6229 -1.7246
H: 1.2037 3.2159 -0.7026
H: 1.3331 2.4565 0.8940
H: -1.9868 1.9256 -0.2021
H: -2.8734 -0.2009 -1.1487
H: -2.2494 -2.2388 -2.1420
H: -0.1001 3.3026 0.5446
C: 1.5647 -0.0763 2.8370
C: 1.0225 -1.3963 3.3281
H: 2.3582 0.3278 3.4690
H: 1.9396 -0.1732 1.8121
H: 0.8190 0.7098 2.7490
H: 0.2312 -1.7580 2.6637
H: 0.5765 -1.3593 4.3219
H: 1.7815 -2.1830 3.3151


Here is C17H24N3O7P2Pd as an isolated structure from OMol25. Energies are from ωB97M-V/def2-TZVPD.

Values from the calculation:
spin multiplicity = 1
calculated total energy = -2163.7794 a.u.
frontier orbital gap = 8.12 eV
energy above the lowest of the compared OMol25 structures with the same formula, charge and spin = 50.09 kJ/mol
HOMO = -12.47 eV
total charge = +1

Element x y z (Å)
Pd: 0.7491 -0.9844 0.4021
C: -0.1174 -0.2398 4.4969
C: -1.2434 -1.0287 4.6849
C: -1.7339 -1.7915 3.6395
C: -1.0862 -1.7523 2.4158
N: -0.0051 -0.9663 2.2547
C: 0.4806 -0.2312 3.2537
C: -1.4486 -2.5102 1.2172
C: -2.4560 -3.4672 1.1321
C: -2.6440 -4.1715 -0.0477
C: -1.8282 -3.9458 -1.1465
C: -0.8021 -3.0002 -1.0995
C: -0.6899 -2.3114 0.0730
H: 0.2965 0.3568 5.2960
H: -1.7364 -1.0520 5.6473
H: -2.6060 -2.4151 3.7699
H: 1.3684 0.3466 3.0375
H: -3.0793 -3.6759 1.9917
H: -3.4230 -4.9189 -0.1042
H: -1.9686 -4.5168 -2.0545
H: -0.1378 -2.8241 -1.9324
O: 3.3441 -0.8479 -2.9281
P: 2.8536 -0.6200 -1.4518
O: 3.0940 0.7107 -0.8678
O: 1.3665 -1.0674 -1.4845
O: 3.6009 -1.7955 -0.6224
P: 3.2598 -2.2767 0.8850
O: 3.1974 -0.8731 1.6905
O: 4.2157 -3.2423 1.3907
O: 1.7409 -2.6372 0.8739
H: 4.2133 -0.4741 -3.1184
H: 4.0677 -0.5499 1.9571
C: -2.4987 3.7757 -1.6468
C: -1.2334 3.2887 -2.3328
N: -0.3131 2.6120 -1.3996
C: 0.8155 3.4540 -0.9626
C: 1.8847 3.5553 -2.0392
C: -0.5609 1.3999 -0.9202
C: -1.6526 0.5685 -1.5223
N: 0.0809 0.8918 0.1199
H: -3.1051 4.3477 -2.3483
H: -2.2573 4.4233 -0.8031
H: -3.1034 2.9469 -1.2798
H: -0.6832 4.1333 -2.7408
H: -1.4570 2.6399 -3.1766
H: 1.2716 3.0546 -0.0621
H: 0.4082 4.4327 -0.7025
H: 2.3583 2.5859 -2.1827
H: 2.6494 4.2642 -1.7231
H: 1.4785 3.9045 -2.9882
H: -1.9039 0.8680 -2.5330
H: -2.5487 0.6333 -0.9038
H: -1.3314 -0.4669 -1.5436
H: 0.8586 1.4599 0.4398


Here is one molecule with the formula C5H11NO in a non-equilibrium geometry from OMol25. Energies are from ωB97M-V/def2-TZVPD.

Values from the calculation:
spin multiplicity = 1
SMILES = N/C=C/CCCO
calculated total energy = -327.0371 a.u.
frontier orbital gap = 9.23 eV
energy above the lowest of the compared OMol25 structures with the same formula, charge and spin = 247.52 kJ/mol
HOMO = -8.19 eV

Element x y z (Å)
C: 0.8624 1.9545 -0.8461
O: 1.9490 2.3838 -1.6564
C: 0.2945 0.6284 -1.4236
C: -0.5607 -0.3853 -0.6796
C: -0.4943 -0.5576 0.8457
C: -0.9850 -1.7120 1.3052
N: -0.9703 -2.0253 2.6944
H: 0.1356 2.7736 -0.9855
H: 1.0378 2.0212 0.2247
H: 2.5212 1.6179 -1.8145
H: -0.2022 0.7828 -2.3772
H: 1.2858 0.1813 -1.6093
H: -0.3993 -1.2734 -1.2982
H: -1.6415 -0.1661 -0.7620
H: -0.1704 0.2846 1.4404
H: -1.6326 -2.3602 0.7312
H: -0.5191 -1.2878 3.2151
H: -0.5111 -2.8602 2.9957